DFT (ωB97M-V/def2-TZVPD) results for a molecular structure, C3H2Br2NO4 at a distorted geometry.

Last column: Löwdin charge in e.
Element x y z (Å)
C: -1.535 -3.759 1.258  -0.46
C: 0.027 0.898 -0.631  -0.35
C: -1.039 1.556 -0.283  -0.76
N: -1.656 2.541 -1.216  -0.40
O: -1.158 -4.835 1.204  0.20
O: -1.095 2.756 -2.309  0.00
O: -1.984 -2.709 1.329  0.19
O: -2.663 3.195 -0.868  -0.05
Br: -0.168 -1.304 -1.815  -0.16
Br: -2.113 1.082 1.168  0.74
H: 0.435 0.241 0.060  -0.01
H: 0.686 1.324 -1.341  0.05

## Properties
HOMO level: -0.157 Ha
DFT total energy: -152907.8838 eV
total charge: -1
max |F|: 3.96 eV/A
orbital gap: 7.2 eV
ΔE to the lowest compared entry with this formula, charge and spin: 0.000 eV


DFT (ωB97M-V/def2-TZVPD) results for a molecular structure, C25H25N7O5Rb.

Last column: Löwdin charge in e.
Element x y z (Å)
Rb: -0.016 -0.577 -2.750  1.00
C: -0.757 2.998 -0.094  0.01
C: -1.687 2.242 -1.012  -0.55
O: -1.698 1.027 -1.069  -0.05
N: -2.522 3.020 -1.761  0.05
C: -3.211 2.447 -2.898  -0.12
C: -2.392 2.486 -4.173  -0.27
C: -3.009 2.597 -5.408  -0.03
C: -2.220 2.567 -6.550  -0.06
C: -0.855 2.431 -6.413  -0.05
C: -0.328 2.329 -5.132  -0.14
N: -1.071 2.369 -4.031  0.12
H: -0.309 2.299 0.607  0.09
H: -1.282 3.786 0.447  0.08
H: 0.033 3.456 -0.692  0.09
H: -2.271 3.993 -1.825  0.14
H: -4.167 2.952 -3.044  0.12
H: -3.421 1.408 -2.640  0.13
H: -4.086 2.692 -5.471  0.11
H: -2.675 2.633 -7.531  0.10
H: -0.199 2.353 -7.269  0.11
H: 0.734 2.178 -4.992  0.10
C: 2.910 2.054 7.547  -0.11
O: 1.806 1.925 6.683  -0.10
C: 1.454 0.654 6.305  -0.29
C: 0.367 0.558 5.437  0.00
C: -0.064 -0.675 4.996  -0.03
C: 0.580 -1.842 5.416  -0.32
C: 1.638 -1.741 6.301  -0.04
C: 2.091 -0.497 6.739  -0.03
N: 0.041 -3.130 5.101  0.03
N: -0.134 -3.511 3.922  0.04
C: 0.343 -2.877 2.776  -0.25
C: 1.485 -2.077 2.673  -0.04
C: 1.958 -1.609 1.468  -0.02
C: 1.306 -1.870 0.228  -0.42
O: 1.718 -1.435 -0.869  -0.19
C: 0.095 -2.714 0.318  -0.15
N: -0.555 -2.973 -0.840  0.07
C: -1.607 -3.756 -0.813  -0.16
C: -2.095 -4.344 0.364  -0.07
C: -1.467 -4.074 1.547  -0.02
C: -0.332 -3.232 1.562  -0.10
H: 3.044 3.120 7.715  0.09
H: 3.820 1.644 7.098  0.09
H: 2.731 1.558 8.506  0.09
H: -0.125 1.468 5.119  0.12
H: -0.900 -0.748 4.312  0.12
H: 2.117 -2.647 6.651  0.11
H: 2.928 -0.451 7.421  0.09
H: 2.056 -1.847 3.563  0.10
H: 2.867 -1.022 1.432  0.10
H: -2.102 -3.941 -1.762  0.10
H: -2.960 -4.994 0.324  0.09
H: -1.816 -4.493 2.480  0.10
N: 2.511 0.013 -4.908  -0.03
N: 2.013 -0.348 -6.183  -0.06
C: 0.640 -0.821 -6.243  -0.80
O: 0.404 -1.556 -7.210  -0.05
O: -0.117 -0.413 -5.331  -0.26
H: 3.220 0.725 -5.023  0.06
H: 2.933 -0.777 -4.426  0.07
H: 2.605 -0.989 -6.694  0.10

## Properties
HOMO level: -0.149 Ha
DFT total energy: -47656.4302 eV
total charge: -1
max |F|: 0.46 eV/A
orbital gap: 6.1 eV
ΔE to the lowest compared entry with this formula, charge and spin: 0.000 eV